ORCA calculation (ωB97M-V/def2-TZVPD) on a 8-piece molecular cluster, C4H21O9S overall.

Values from the calculation:
- max |F| (eV/Å) = 6.18
- total energy (Eh) = -1240.38585
- net charge = -1
- HOMO (hartree) = -0.23674

```
35
Properties=species:S:1:pos:R:3:mulliken_charge:R:1
O -1.474 0.907 -0.740 -0.811
C -0.486 0.558 -1.433 0.431
O -0.467 -0.407 -2.276 -0.891
C 0.695 1.542 -1.475 -0.515
C 1.008 2.396 -0.308 -0.770
C 1.647 1.633 0.896 -0.520
S 3.159 2.423 1.897 -0.262
H 0.464 2.319 -2.229 0.333
H 1.717 1.236 -1.828 0.409
H 1.415 3.213 -0.706 0.771
H 0.125 2.838 0.124 0.265
H 0.835 1.558 1.611 0.056
H 2.020 0.669 0.665 0.384
H 3.303 3.287 0.897 0.109
H -1.346 0.939 2.139 0.333
H -2.491 0.324 1.252 0.302
O -2.126 0.276 2.253 -0.634
H 1.529 -2.733 0.373 0.298
H 0.092 -2.678 0.287 0.467
O 0.804 -3.131 0.773 -0.711
H -1.650 -2.707 3.250 0.291
H -1.488 -1.472 3.984 0.295
O -1.786 -2.393 4.160 -0.630
H 1.295 -1.912 -4.278 0.281
H 0.125 -1.155 -3.962 0.442
O 0.664 -1.322 -4.702 -0.628
H 1.634 -1.984 3.184 0.207
H 0.692 -2.835 2.323 0.458
O 0.779 -2.340 3.215 -0.620
H -2.258 1.500 -2.674 0.317
H -2.347 2.539 -1.656 0.341
O -2.186 2.433 -2.663 -0.666
H -1.563 -1.283 -0.264 0.243
H -1.044 -2.162 -1.499 0.323
O -1.295 -2.075 -0.587 -0.697
```